No. 1
Entry from the OMol25 dataset: a molecular structure, C35H32N2O4PPdSSi in a non-equilibrium geometry (ωB97M-V/def2-TZVPD).

XYZ file:
```
77
Properties=species:S:1:pos:R:3:forces:R:3:mulliken_charge:R:1
H -1.608 -2.982 0.039 -0.49 0.37 -0.13 0.68
H 1.039 4.680 2.232 -0.01 -0.06 0.09 0.32
H 2.447 -3.954 1.473 -0.03 -0.02 0.01 0.33
H -4.521 4.930 0.383 0.04 -0.03 0.02 0.39
C 0.283 -3.389 -3.868 0.00 0.02 0.02 -0.61
H 1.866 -4.138 -0.978 0.01 0.02 -0.05 0.34
C 4.528 -3.826 1.012 -0.07 -0.08 0.04 -0.75
C -4.251 3.879 0.402 -0.03 -0.11 -0.03 -0.64
C 0.140 3.724 -0.810 -0.27 0.11 -0.15 0.80
P 1.143 -1.519 0.311 0.67 -0.59 -0.43 0.55
H -0.711 -1.530 -4.278 0.01 -0.01 0.03 0.44
H 6.558 -3.456 0.436 -0.01 0.01 -0.02 0.36
C 3.220 -3.347 1.023 0.05 -0.02 0.06 -0.27
N -4.164 -1.165 0.796 0.02 0.00 0.02 -0.04
C -4.827 1.582 0.154 0.03 -0.02 -0.03 -0.87
C 0.748 3.623 2.231 -0.17 0.05 0.53 -1.20
C -0.043 3.057 -2.027 -0.04 0.22 0.01 -0.30
H -0.312 3.519 2.459 0.09 0.04 0.02 0.23
H 0.089 -0.947 2.829 0.02 0.09 0.02 0.42
H -1.837 5.377 -3.729 -0.01 -0.01 0.00 0.36
C -0.760 -4.664 2.283 0.07 0.04 -0.06 -0.75
H -6.248 3.181 -0.068 0.04 -0.02 -0.04 0.37
C 0.808 -2.300 -1.339 -0.03 -0.03 0.08 0.78
C -2.952 3.513 0.673 0.04 -0.04 0.06 -0.17
H -1.599 -4.618 4.260 -0.02 0.01 -0.02 0.37
C 0.250 -2.612 1.496 0.32 0.09 0.37 0.47
H -5.069 -0.931 1.158 -0.05 0.04 0.02 0.25
C 1.269 -3.571 -1.682 0.02 -0.04 -0.08 -0.43
H 0.385 2.070 -2.162 0.04 -0.06 0.00 0.35
H 2.759 4.653 0.043 -0.05 -0.01 -0.02 0.53
C -2.523 2.159 0.708 -0.08 0.01 -0.11 0.28
H -4.191 -3.323 0.904 0.02 0.06 -0.01 0.44
H -0.280 5.550 0.252 -0.02 -0.02 -0.05 0.26
H -0.874 3.113 -4.006 0.00 0.00 0.02 0.41
O 3.407 0.933 0.868 0.08 -0.17 -0.10 -0.60
H -5.565 0.823 -0.083 -0.01 -0.05 -0.02 0.41
C 5.256 -1.824 -0.080 -0.06 -0.04 -0.03 -0.58
H -1.026 -5.700 2.108 0.02 0.01 0.00 0.40
S 3.679 0.374 -0.453 -0.49 -0.01 0.10 1.33
H -1.535 6.588 -1.592 0.01 -0.01 0.00 0.37
C 1.003 -4.118 -2.932 -0.01 0.05 0.06 -0.69
C 3.958 -1.344 -0.055 -0.12 -0.03 0.28 -0.22
C -1.113 5.597 -1.720 0.04 -0.01 0.02 -0.56
H -2.198 4.260 0.869 -0.05 0.03 0.08 0.34
H 3.269 3.134 -0.737 -0.05 0.13 0.01 0.31
H 3.547 3.346 0.984 -0.03 0.10 -0.11 0.37
C 0.101 -1.575 -2.296 -0.03 -0.16 0.03 -0.25
O 2.481 0.355 -1.313 0.30 0.14 0.06 -0.51
H 1.328 3.108 3.003 -0.01 0.09 -0.06 0.31
H -1.057 -2.227 4.613 0.02 -0.01 -0.04 0.42
C 2.851 3.568 0.173 0.56 -0.25 0.05 -1.54
C -3.510 1.185 0.425 -0.20 -0.30 -0.09 0.56
C -0.124 -2.000 2.693 0.07 -0.21 -0.07 -0.87
C -0.160 -2.113 -3.549 0.00 -0.02 0.02 -0.79
C -0.094 -3.947 1.298 0.29 -0.21 0.29 0.52
C -2.352 -2.230 0.266 -0.19 0.00 -0.39 -0.24
C -1.286 4.918 -2.917 0.02 -0.01 0.03 -0.49
C -0.747 3.646 -3.070 0.01 0.01 0.05 -0.78
Pd 0.285 0.771 0.286 -0.71 0.80 0.49 0.61
H 0.142 -4.432 0.359 0.00 -0.02 0.03 0.28
C -0.780 -2.718 3.687 0.01 0.05 -0.07 -0.71
N -2.089 -0.882 0.130 0.06 -0.19 -0.09 0.30
Si 1.153 2.937 0.568 -0.26 -0.54 -0.73 1.34
C 2.901 -2.110 0.476 0.13 0.17 -0.14 0.24
C 5.542 -3.078 0.445 0.05 0.03 -0.02 -0.67
C -0.407 5.003 -0.680 0.10 -0.01 -0.17 -0.49
O -1.317 1.866 1.072 0.30 0.18 0.15 -1.19
C -5.221 2.908 0.141 0.17 -0.03 0.07 -0.80
C -3.632 -2.430 0.679 0.14 0.15 -0.01 -1.42
H 6.028 -1.190 -0.500 -0.06 -0.03 0.05 0.55
C -3.202 -0.257 0.451 -0.19 0.13 0.07 0.02
O 4.877 0.872 -1.092 0.04 -0.08 -0.08 -0.77
H 0.076 -3.810 -4.845 0.01 0.01 0.02 0.36
H 4.746 -4.795 1.446 -0.03 0.02 0.01 0.41
H -0.255 -0.587 -2.053 -0.04 0.19 0.07 0.28
H 1.368 -5.110 -3.175 0.00 0.03 0.01 0.42
C -1.092 -4.054 3.486 -0.01 0.03 -0.02 -0.70
```
Forces are in eV/Å.

Output
- ΔE to the lowest compared entry with this formula, charge and spin (kcal/mol) = 23.80
- gap between HOMO and LUMO (eV) = 7.11
- total charge = -1
- 2S+1 = 1

***

No. 2
Entry from the OMol25 dataset: a molecular structure, C35H32N8PbSSe (ωB97M-V/def2-TZVPD).

XYZ file:
```
78
Properties=species:S:1:pos:R:3:forces:R:3:mulliken_charge:R:1
C 2.626 0.205 1.459 0.03 -0.05 -0.27 0.58
C -0.887 3.039 6.724 0.00 0.02 -0.01 -1.64
C -1.321 -3.087 -0.629 -0.08 -0.05 -0.05 0.23
H -0.730 5.923 0.265 0.00 0.01 0.01 0.36
C 2.195 -0.590 -2.207 0.13 0.01 0.10 -0.63
C -0.640 3.296 1.078 0.01 0.21 0.23 0.12
H -0.806 0.978 3.390 0.04 0.03 0.02 0.46
H 3.729 -1.039 -3.636 0.01 0.00 0.01 0.47
C -1.971 -0.632 -2.818 -0.05 0.23 -0.15 -0.76
C 0.032 2.390 -2.605 -0.02 -0.07 0.03 -0.17
H -2.658 -1.133 -3.496 -0.04 0.03 0.04 0.42
C 1.952 -0.266 -0.885 0.05 0.13 -0.14 0.71
C 2.960 -0.139 0.060 0.04 -0.02 0.05 0.34
H 1.735 -3.036 0.628 -0.01 0.02 0.00 0.46
S 3.813 0.438 2.676 0.09 0.02 0.05 -0.39
C 1.501 1.422 5.839 -0.01 -0.01 0.00 -0.49
C -1.798 1.339 -4.329 -0.01 0.02 -0.08 -0.88
H -0.266 0.587 7.821 -0.01 0.00 -0.01 0.37
N 0.452 -4.633 0.744 -0.06 -0.12 -0.01 0.17
C 2.553 0.812 3.803 0.12 0.02 0.13 1.07
C -1.429 0.697 -3.162 -0.03 -0.24 0.06 0.92
C -3.405 -6.094 0.203 0.04 -0.03 0.03 -0.85
H -2.259 2.363 4.414 0.00 0.01 0.02 0.05
H -2.402 5.364 0.442 0.00 0.00 -0.01 0.35
C -1.213 -1.525 2.396 -0.15 -0.01 -0.07 0.41
H -1.206 -0.416 6.711 0.00 0.00 0.00 0.36
C 0.148 1.031 3.892 -0.02 0.03 -0.01 1.26
H -2.723 -7.859 1.227 -0.01 0.01 0.01 0.42
Pb -0.082 -0.037 -0.221 -0.29 -0.33 0.15 1.75
N -0.617 -2.307 2.998 0.04 0.00 -0.04 -0.50
C -0.277 3.093 -3.758 0.01 0.00 -0.02 -0.99
H -0.148 4.757 2.462 0.03 -0.02 -0.01 0.34
H -2.020 0.752 7.761 0.01 0.01 0.00 0.45
C 4.273 -0.337 -0.364 0.04 -0.01 0.03 -0.98
H 1.141 -5.179 1.241 -0.02 0.02 0.01 0.30
C -2.291 1.630 5.226 -0.01 0.00 -0.02 -1.50
C 1.313 0.738 3.178 -0.01 -0.04 -0.24 -2.58
H 5.089 -0.241 0.343 0.00 0.00 -0.01 0.48
C 3.512 -0.786 -2.606 0.00 -0.01 -0.03 -0.84
C 4.544 -0.656 -1.685 -0.03 0.00 0.00 -0.87
C -1.496 5.633 0.982 0.01 -0.03 0.01 -1.36
H -3.146 1.875 5.857 0.00 0.00 0.00 0.50
H -4.412 -6.467 0.078 0.00 0.00 -0.01 0.44
H 0.212 4.035 -3.963 0.00 0.00 0.00 0.46
C -1.761 -4.376 -0.116 -0.01 0.10 -0.10 0.78
C -1.129 0.578 7.155 -0.02 0.01 0.00 -1.66
C 2.661 1.155 5.152 -0.02 0.00 -0.04 -1.56
H -3.784 -4.235 -0.802 0.00 -0.01 0.00 0.50
H -1.796 4.158 2.561 0.00 -0.01 0.01 0.05
N -2.117 -2.404 -1.403 0.20 0.16 0.03 -1.37
H 3.623 1.210 5.642 0.00 -0.01 0.00 0.43
H -2.521 0.884 -4.991 0.00 0.01 0.00 0.48
N -0.538 1.223 -2.311 -0.11 0.13 0.11 0.19
N -0.335 2.377 0.463 -0.05 0.16 -0.06 -0.22
H 0.758 2.767 -1.895 -0.02 0.00 0.01 0.59
H -1.486 3.091 -5.533 0.00 0.00 0.00 0.45
H 5.568 -0.805 -1.999 0.00 0.00 0.00 0.45
N -1.594 -1.182 -1.740 0.14 -0.21 0.00 0.81
H -0.425 -7.026 1.553 -0.01 0.01 0.00 0.42
C 0.748 -3.402 0.367 -0.07 0.09 0.03 -0.66
H -2.474 0.642 4.796 0.01 0.00 0.00 0.29
N 1.395 0.373 1.832 -0.19 -0.02 0.23 0.89
C -0.832 -5.163 0.555 0.18 -0.02 0.09 0.25
H -0.718 3.818 5.976 -0.02 0.00 0.00 0.32
C -1.163 -6.423 1.039 0.00 -0.01 0.01 -0.94
C -3.064 -4.854 -0.284 -0.03 0.00 -0.04 -0.38
H -0.066 3.076 7.440 0.00 0.00 -0.02 0.35
C -2.450 -6.881 0.857 -0.04 0.00 -0.02 -0.45
Se -2.161 -0.309 1.389 0.19 -0.02 -0.07 -0.15
C -1.017 4.476 1.865 0.02 -0.16 -0.15 -0.01
C -1.015 1.657 6.067 0.06 -0.04 -0.01 1.86
C 0.228 1.369 5.228 0.01 0.01 0.04 -0.13
C -1.215 2.563 -4.628 -0.01 0.01 -0.01 -0.39
H 1.574 1.678 6.888 -0.01 0.01 -0.01 0.48
H 1.388 -0.695 -2.922 0.00 0.01 0.00 0.53
N -0.063 -2.617 -0.295 -0.08 0.02 0.16 0.13
H -1.715 6.490 1.613 -0.01 0.00 -0.01 0.40
H -1.803 3.279 7.265 0.01 0.00 0.01 0.46
```
Forces are in eV/Å.

Output
- gap between HOMO and LUMO (eV) = 6.68
- total charge = +2
- 2S+1 = 1

***

No. 3
Entry from the OMol25 dataset: a molecular structure, C35H33AuCl2N3O3 (ωB97M-V/def2-TZVPD).

XYZ file:
```
77
Properties=species:S:1:pos:R:3:forces:R:3:lowdin_spin:R:1
C -2.727 -0.330 0.138 0.07 0.00 0.03 0.04
O 1.854 1.238 -0.599 -0.10 -0.12 -0.01 0.43
C 5.191 3.655 1.239 -0.05 -0.02 -0.02 0.00
N -0.732 0.678 1.077 0.06 -0.20 -0.08 0.12
C -2.006 -5.093 1.417 -0.02 0.03 -0.01 0.00
C 2.626 -2.681 0.581 -0.04 0.04 0.03 0.00
H 3.369 0.185 3.047 -0.01 0.00 -0.01 0.00
C -2.060 -0.599 2.559 -0.04 -0.01 0.05 0.01
C -0.955 -3.075 0.637 0.00 0.00 0.04 0.00
O -2.153 2.685 -1.040 -0.10 -0.38 -0.07 0.01
C -2.312 3.862 -0.704 0.18 0.24 -0.07 0.00
C -2.166 -1.415 -0.834 0.00 0.20 -0.04 0.04
C 3.128 -0.620 2.361 0.03 -0.02 0.02 0.00
H 0.678 0.652 4.094 0.00 -0.01 0.00 0.00
H 6.516 1.719 -1.195 0.01 0.00 0.00 0.00
C 3.392 -1.928 2.727 0.00 -0.03 -0.03 0.00
C 3.657 1.898 0.623 0.08 -0.04 0.06 0.03
H -2.866 0.602 -0.415 -0.06 0.01 0.01 0.00
H -1.971 -6.008 1.994 0.00 0.00 0.00 0.00
H -3.657 5.239 0.067 0.00 -0.01 -0.03 0.00
H 4.359 0.566 -0.906 0.00 -0.01 0.01 0.00
C -1.158 -0.343 3.577 -0.02 -0.01 0.01 0.00
H -4.195 3.606 -0.022 0.00 0.00 -0.01 0.00
C -3.195 -3.600 -0.051 -0.01 0.00 0.02 0.00
H 3.811 -2.140 3.702 0.00 -0.01 0.00 0.00
C 2.336 1.121 0.716 -0.04 0.08 -0.09 0.02
C -1.823 -0.076 1.302 0.03 0.01 -0.11 0.01
H 7.063 3.695 0.198 0.00 0.00 -0.01 0.00
C 3.965 3.013 1.391 0.02 0.04 -0.10 0.01
H 5.422 4.517 1.851 0.00 0.00 0.00 0.00
H -3.694 -0.685 0.490 -0.03 0.03 0.02 0.00
H 3.265 3.413 2.109 -0.03 -0.01 0.05 0.00
H -1.540 -2.744 -3.035 -0.01 0.00 0.00 0.00
C 6.109 3.197 0.310 -0.01 -0.03 -0.01 0.01
C -3.150 -4.765 0.701 0.03 -0.01 -0.01 0.00
C 1.354 1.785 1.706 -0.14 -0.04 -0.01 0.01
H 1.860 2.021 2.638 0.05 0.00 0.04 0.00
N -1.360 4.797 -0.928 -0.03 0.00 0.09 0.00
H 1.942 -1.148 -0.761 0.01 -0.01 0.02 0.00
C 3.141 -2.966 1.835 0.00 0.05 0.01 0.00
H 2.434 -3.482 -0.122 0.00 0.00 0.00 0.00
H -4.687 -0.306 -1.453 -0.02 0.01 0.02 0.00
H -1.468 5.758 -0.659 -0.01 0.00 -0.01 0.00
Cl 1.736 4.136 -2.242 0.09 -0.10 -0.05 0.00
Au -0.222 1.061 -0.974 0.01 0.40 0.39 0.57
C -4.969 -1.037 -3.437 0.04 0.01 0.06 0.00
C 2.348 -1.365 0.219 0.02 -0.07 -0.03 0.00
C -0.908 -4.245 1.382 -0.03 0.00 -0.02 0.00
H -0.097 -2.415 0.611 -0.03 -0.04 0.00 0.00
H 2.336 2.864 -4.120 0.04 0.00 0.01 0.00
H -0.516 4.513 -1.398 -0.11 0.02 0.02 0.00
H -2.934 -1.215 2.721 0.00 0.00 0.00 0.00
C 0.157 0.940 2.045 0.00 0.08 -0.19 0.01
O -0.857 -1.060 -1.176 0.04 -0.09 -0.19 0.58
H 3.360 -3.988 2.115 0.00 0.00 0.00 0.00
C 5.801 2.088 -0.471 0.02 0.04 -0.01 0.00
C -3.207 -2.394 -4.335 -0.02 0.01 0.02 0.00
C -4.448 -1.783 -4.479 0.03 -0.01 -0.01 0.00
C -2.501 -2.257 -3.152 0.01 -0.02 -0.01 0.00
H -0.009 -4.492 1.932 0.00 0.00 0.00 0.00
N -3.443 4.269 -0.078 -0.02 0.00 0.04 0.00
H -4.007 -5.425 0.717 0.00 0.00 0.00 0.00
Cl 0.474 1.703 -3.353 -0.12 0.01 -0.04 0.05
H -1.317 -0.755 4.564 0.00 0.00 0.00 0.00
C -0.045 0.437 3.319 0.02 0.01 0.09 0.01
H -5.935 -0.560 -3.540 0.00 0.00 0.01 0.00
C -3.016 -1.504 -2.098 0.04 -0.03 0.02 0.00
H -5.005 -1.894 -5.399 0.00 0.00 0.00 0.00
C -4.254 -0.896 -2.250 -0.04 -0.01 -0.07 0.00
H -4.088 -3.364 -0.619 0.01 0.01 -0.01 0.00
C 2.598 -0.330 1.105 0.08 0.03 -0.04 0.00
C 1.988 2.631 -3.120 0.02 0.02 -0.07 0.00
H -2.795 -2.983 -5.143 0.00 0.00 0.00 0.00
C -2.098 -2.746 -0.083 0.03 -0.11 0.07 0.02
H 2.666 2.000 -2.559 -0.01 0.03 0.06 0.00
H 1.022 2.723 1.251 0.01 0.04 0.06 0.00
C 4.587 1.446 -0.316 0.02 -0.03 0.07 0.01
```
Forces are in eV/Å.

Output
- ΔE to the lowest compared entry with this formula, charge and spin (kcal/mol) = 6.80
- gap between HOMO and LUMO (spin up / spin down) (eV) = 8.90 / 6.09
- total charge = +1
- 2S+1 = 3

***

Number 1: E_tot -2920.4404 a.u.. Number 2: E_tot -4782.9792 a.u.. Number 3: E_tot -2799.3328 a.u..